(1)
The following is a quantum chemistry calculation of 4 unconnected molecules or ions with the total composition C48H95N4O5 at a distorted geometry, from the Open Molecules 2025 dataset.

Results
HOMO (spin up / spin down), eV: -8.02 / -8.02
<S²>: 0.754
2S+1: 2
Gap between HOMO and LUMO (spin up / spin down), eV: 8.43 / 7.93

Geometry (Å):
H 9.048 -2.933 0.521
C -5.495 0.556 0.629
H 0.398 3.879 -3.859
N 1.970 -3.189 6.267
H 3.813 -1.923 1.176
C -4.327 -3.574 -2.963
C 0.986 6.674 -0.617
H 1.784 -5.401 7.922
O -2.769 2.776 -1.234
H 3.252 -0.500 -1.867
H 3.016 8.024 0.853
C 1.235 -4.432 6.059
H 6.604 -4.393 -3.558
C 7.975 -2.805 0.355
C 1.097 -1.488 -4.478
C -4.344 -0.944 -3.275
H -4.832 2.586 1.671
H 7.936 -4.892 -0.113
C 3.410 -3.246 6.035
C -6.485 2.452 -1.673
H 0.426 -1.193 3.907
C 2.611 2.726 -3.043
H 1.359 -1.034 -5.503
C 0.640 -3.372 0.659
H -7.654 -1.369 1.068
C 6.793 -4.669 -2.518
H -4.026 -1.795 -0.252
H -1.645 0.691 -2.307
H -4.936 -3.422 -0.191
C 1.153 2.021 -2.823
H 3.373 -1.642 -3.310
H 1.746 7.287 3.521
H 0.780 -2.910 3.759
C 3.012 -0.603 -2.991
H -1.012 2.838 -3.082
H -5.902 -3.606 -4.865
H -3.980 -0.550 -2.270
H 7.611 -2.149 1.146
H 1.768 9.045 1.595
H -0.505 7.746 3.076
H -2.923 3.984 0.507
C -6.262 -1.620 -0.763
C 7.286 -4.169 0.392
H -4.970 -0.116 -3.788
H -0.032 5.153 0.491
H 1.694 -2.468 -4.333
H -6.949 -3.247 -2.124
C -6.156 -0.014 -0.656
H -4.249 5.869 -1.176
H -1.851 6.445 0.665
H -3.486 -1.165 -4.013
H 7.838 -4.437 -2.308
H 1.108 -1.663 -1.465
C -5.257 -2.260 -3.205
H -1.103 2.588 0.063
C 4.874 -3.719 0.626
C -0.446 7.391 2.041
C -1.444 0.641 -1.167
H 2.550 3.721 -2.458
H -2.593 7.469 1.886
C -5.803 3.045 -0.415
H 2.005 7.043 -0.731
C -1.788 6.751 1.710
H -7.534 -3.131 0.318
H 4.923 -4.158 1.629
H 0.766 6.076 -1.506
C 5.839 -3.912 -1.604
O -1.725 -2.818 0.352
H -8.514 -1.794 -0.552
C -5.027 -2.286 0.008
H -3.392 -3.177 -2.403
C 0.496 -0.881 -2.041
H 4.821 -4.136 -1.944
H -5.145 -2.162 1.152
C 1.092 1.538 -1.290
H 3.922 -4.077 0.213
N 0.693 6.486 1.918
H 2.783 -5.896 6.542
H 3.278 8.723 2.441
H -2.093 -0.242 -0.799
H 0.302 -1.956 6.142
H -0.323 8.285 1.414
C 0.112 0.299 -1.005
H 7.854 -2.297 -0.603
C -5.327 2.107 0.750
H 3.555 0.164 -3.638
O -0.102 0.871 -4.440
C -0.612 -2.362 0.725
H -1.973 5.879 2.342
H 7.255 -4.521 1.428
H 3.857 -2.277 6.283
C 2.519 8.277 1.790
H 5.987 -2.835 -1.761
C 1.774 -5.617 6.851
H -7.134 0.505 -2.726
C 1.302 -2.022 5.696
H 0.195 -4.283 6.370
H 4.930 -3.972 4.688
H 6.651 -5.749 -2.427
H -2.199 4.778 -0.982
H -3.924 -3.998 -3.951
C 0.068 3.195 -3.008
H 3.827 -2.838 3.934
H -5.155 -2.064 -5.525
C 0.838 5.806 0.633
H 2.160 1.178 -1.017
O -0.579 -0.981 1.120
H 1.502 -0.788 0.455
H 1.684 5.112 0.684
H 1.814 -1.112 6.030
H 0.666 0.700 1.125
H -4.807 -4.351 -2.282
H 0.303 7.525 -0.622
H -0.010 -1.778 -4.425
H 0.910 2.450 -0.610
C -6.646 0.919 -1.788
C -3.044 4.063 -0.630
H -6.833 3.190 -2.479
C 3.881 -3.666 4.643
C 1.929 7.040 2.468
H 2.771 2.965 -4.149
C -5.860 -2.458 -4.717
H -4.666 4.399 -2.184
H 0.387 -4.334 1.238
C 0.497 -0.248 0.481
O -5.549 4.451 -0.204
H 5.543 -1.811 1.442
H 1.600 -2.957 1.114
N 5.951 -4.269 -0.193
H 3.850 -3.933 6.766
H 2.088 -1.712 3.690
H -7.347 -1.580 -2.778
H 1.203 -4.710 4.996
H -5.105 -0.054 1.505
H 2.694 6.256 2.496
H -6.937 -2.095 -4.816
C -6.531 -2.172 -2.238
C 4.787 -2.198 0.759
H 3.315 -4.508 4.241
H -2.571 1.578 0.507
H 4.885 -1.689 -0.201
C -1.937 1.950 -0.390
C -7.591 -2.010 0.111
H 1.135 -6.489 6.691
H 3.449 2.112 -2.573
C 1.414 -0.418 -3.281
N 1.066 0.924 -3.837
C 1.147 -1.971 4.177
H 0.773 -3.709 -0.438
H -0.482 -1.388 -2.351
H 0.122 3.837 -2.045
C -4.419 4.726 -1.110

Atoms 1-3, force components in eV/Å:
-0.1 0.0 0.0
-1.1 3.7 -2.7
-0.8 -1.1 0.9

Atom charges from the Mulliken analysis, given in e for atoms 1 to 8:
1 H 0.385
2 C -0.235
3 H 0.608
4 N 0.225
5 H 0.006
6 C -1.171
7 C -1.153
8 H 0.322

=====

(2)
The following is a quantum chemistry calculation of 2 unconnected molecules or ions with the total composition C12H12ClNSi at a distorted geometry, from the Open Molecules 2025 dataset.

Results
HOMO, eV: -8.36
Relative energy (zero: lowest compared OMol25 entry of this formula, charge and spin), kJ/mol: 0.0
2S+1: 1
Gap between HOMO and LUMO, eV: 8.55

Geometry (Å):
H 0.432 2.848 4.662
Cl -3.480 -0.251 -1.185
C 0.801 -1.777 -1.668
H 1.187 1.094 -4.148
H 2.724 -2.467 -2.750
C 1.087 2.115 2.567
H -1.439 1.726 4.795
H -2.327 0.287 2.831
H 0.885 -2.560 -0.947
H 1.328 1.177 0.609
C 1.882 -1.756 -2.557
H -1.505 -3.267 0.096
H -0.783 0.938 -2.641
H 2.693 -0.690 -4.386
C -1.311 0.885 2.667
C -0.622 0.831 1.482
H -2.714 -2.575 0.942
C 0.670 1.367 1.443
C -0.141 -0.780 -1.650
C -0.020 0.204 -2.562
N -2.063 -2.480 0.144
H 2.098 2.600 2.268
C 1.957 -0.783 -3.570
C -0.936 1.609 3.753
C 1.005 0.252 -3.498
Si -1.647 -0.893 -0.418
C 0.241 2.345 3.719

Atoms 1-3, force components in eV/Å:
0.9 0.4 -0.6
0.8 0.3 0.3
2.4 -0.9 -0.1

Atom charges from the natural (NBO) analysis, given in e for atoms 1 to 8:
1 H 0.220
2 Cl -0.383
3 C -0.216
4 H 0.214
5 H 0.225
6 C -0.217
7 H 0.216
8 H 0.201

=====

(3)
The following is a quantum chemistry calculation of 12 unconnected molecules or ions with the total composition C4H32NO13 at a distorted geometry, from the Open Molecules 2025 dataset.

Results
HOMO, eV: -5.93
Relative energy (zero: lowest compared OMol25 entry of this formula, charge and spin), kJ/mol: 250.3
Net charge: -1
2S+1: 1
Gap between HOMO and LUMO, eV: 8.47

Geometry (Å):
H 1.577 -1.248 -2.648
H 2.761 -3.421 0.655
H -2.087 -2.836 -1.884
H -0.656 0.215 2.817
H -0.966 -0.027 -1.300
H -2.529 2.650 1.147
H -0.781 0.766 -2.961
O 2.757 3.653 0.773
H -0.658 3.752 -0.394
H 1.114 -3.155 -1.919
O -3.612 0.942 2.401
O 0.085 0.880 2.952
O -1.743 2.845 1.615
O 2.045 -0.334 -2.381
O -0.061 3.997 -1.098
H 1.767 1.708 2.656
H -0.299 -0.934 -2.652
C 1.034 0.444 -1.676
O -1.423 -2.603 -0.125
C 1.223 0.837 2.138
H 2.248 -0.379 -0.132
H -2.394 -1.105 -0.432
O -1.892 -1.250 2.025
H 1.837 -2.316 -0.271
H -3.992 -0.764 -0.473
H 0.747 3.637 -0.870
O 4.409 -0.069 -1.185
H 0.527 -0.799 -0.016
H -1.777 2.238 2.344
O -3.108 -0.477 -0.223
H 1.676 -0.102 2.263
O -2.632 -2.397 -2.585
N 0.908 1.227 0.733
H -3.505 0.336 1.649
H 1.365 1.543 -1.996
H 4.325 -0.061 -0.270
H -1.879 -1.652 1.031
H -0.987 -3.268 0.323
H 3.533 -0.280 -1.449
H 1.976 3.223 0.393
O 0.670 -2.417 -1.482
H -3.248 0.508 3.225
H -0.292 -2.574 -0.952
H -1.824 -1.897 2.655
H -2.925 -1.476 -2.242
C 1.148 0.119 -0.218
H -0.117 1.627 0.752
H 3.449 3.015 0.981
C -0.362 0.137 -2.188
O 2.569 -2.458 0.491

Atoms 1-3, force components in eV/Å:
1.4 3.1 1.3
-0.7 1.6 -0.7
-0.8 1.0 -0.2

Atom charges from the natural (NBO) analysis, given in e for atoms 1 to 8:
1 H 0.498
2 H 0.462
3 H 0.506
4 H 0.503
5 H 0.207
6 H 0.475
7 H 0.217
8 O -0.968

=====

(4)
The following is a quantum chemistry calculation of 2 unconnected molecules or ions with the total composition C5H10O, from the Open Molecules 2025 dataset.

Results
SMILES: CCC=O.C=C
HOMO, eV: -9.76
Relative energy (zero: lowest compared OMol25 entry of this formula, charge and spin), kJ/mol: 161.0
2S+1: 1
Gap between HOMO and LUMO, eV: 10.79

Geometry (Å):
C 1.127 1.296 1.688
O 1.468 -1.163 0.334
C 0.084 2.044 1.350
H -0.836 0.528 -1.170
H -0.931 1.749 1.606
H -2.043 -1.461 -1.901
C 0.865 -0.641 -0.573
C -1.132 -1.649 -1.332
H 0.193 2.968 0.789
H 1.364 -0.438 -1.548
H -1.311 -2.432 -0.591
H -1.037 -0.299 0.390
H 1.012 0.345 2.200
C -0.615 -0.392 -0.613
H 2.144 1.561 1.409
H -0.375 -2.036 -2.027

Atoms 1-3, force components in eV/Å:
-0.1 0.2 0.0
-0.2 0.1 -0.4
0.1 0.0 0.1

Atom charges from the natural (NBO) analysis, given in e for atoms 1 to 8:
1 C -0.373
2 O -0.538
3 C -0.418
4 H 0.220
5 H 0.189
6 H 0.218
7 C 0.463
8 C -0.602